{
  "formula": "C21H62O19",
  "method": "ωB97M-V/def2-TZVPD",
  "lumo_ev": 0.11,
  "max_force_ha_per_bohr": 0.0593,
  "smiles": "CC(C)O.OCCO.OCCO.OCCO.OCCO.OCCO.OCCO.OCCO.OCCO.OCCO",
  "gap_ha": 0.3693,
  "e_homo_ev": -9.944,
  "relative_energy_kj_mol": 314.12,
  "species": ["C", "C", "C", "O", "H", "H", "H", "H", "H", "H", "H", "H", "O", "C", "C", "O", "H", "H", "H", "H", "H", "H", "O", "C", "C", "O", "H", "H", "H", "H", "H", "H", "O", "C", "C", "O", "H", "H", "H", "H", "H", "H", "O", "C", "C", "O", "H", "H", "H", "H", "H", "H", "O", "C", "C", "O", "H", "H", "H", "H", "H", "H", "O", "C", "C", "O", "H", "H", "H", "H", "H", "H", "O", "C", "C", "O", "H", "H", "H", "H", "H", "H", "O", "C", "C", "O", "H", "H", "H", "H", "H", "H", "O", "C", "C", "O", "H", "H", "H", "H", "H", "H"],
  "coordinates": [[-30.735271, 9.031026, -5.793246], [-31.896831, 9.247385, -6.695178], [-32.494980, 7.973313, -7.270125], [-32.955481, 9.825500, -5.892297], [-30.384974, 10.012878, -5.474871], [-29.923939, 8.566009, -6.353228], [-30.904288, 8.357702, -4.952905], [-31.585331, 9.958189, -7.460574], [-31.753077, 7.548119, -7.946065], [-33.296891, 8.128259, -7.991952], [-32.950188, 7.325655, -6.520846], [-32.608865, 10.695199, -5.679979], [-40.280590, 1.607290, 0.712960], [-40.100747, 0.440334, -0.089184], [-38.539941, -0.024785, 0.117693], [-37.677965, 0.956237, -0.436619], [-39.503995, 2.156258, 0.582097], [-40.711942, -0.374685, 0.298489], [-40.351516, 0.595563, -1.138534], [-38.340680, -1.004470, -0.316604], [-38.391624, -0.110791, 1.194123], [-36.784338, 0.664990, -0.241182], [-29.751862, 1.414664, -13.063962], [-29.393362, 0.577537, -14.124825], [-29.454499, -0.853476, -13.473514], [-28.460472, -0.970568, -12.421492], [-30.708539, 1.361928, -13.004123], [-30.160333, 0.780342, -14.872297], [-28.397764, 0.903086, -14.426306], [-29.306690, -1.710302, -14.130858], [-30.450814, -0.899186, -13.033769], [-28.675102, -0.336907, -11.733009], [-37.011871, -4.859683, -7.035005], [-37.019534, -3.555443, -6.569715], [-36.121078, -2.617519, -7.408410], [-34.826465, -3.097592, -7.531220], [-36.102025, -5.147848, -6.931357], [-38.048464, -3.200467, -6.511286], [-36.699252, -3.553139, -5.527841], [-36.082460, -1.705505, -6.812732], [-36.574084, -2.379426, -8.370805], [-34.682542, -3.670612, -8.287881], [-21.779137, 0.312164, 2.545529], [-23.093140, 0.311238, 2.025940], [-23.684608, -1.096319, 2.223914], [-23.854496, -1.498481, 3.611976], [-21.786218, 0.438180, 3.497199], [-23.666840, 1.120326, 2.477984], [-23.082602, 0.526798, 0.957522], [-23.000293, -1.766315, 1.703433], [-24.589061, -1.110437, 1.615765], [-24.292384, -2.350988, 3.556562], [-28.500312, 0.337947, -3.924833], [-29.622707, 0.298109, -4.861821], [-29.567662, 1.437425, -5.929152], [-28.403152, 1.264290, -6.657039], [-28.516435, 1.170652, -3.447400], [-29.610035, -0.708614, -5.279488], [-30.546245, 0.448747, -4.302825], [-29.470333, 2.410577, -5.447903], [-30.466322, 1.533100, -6.538528], [-27.639575, 1.294163, -6.075986], [-25.871102, 5.887116, -12.099680], [-24.863872, 5.593970, -11.173469], [-23.850507, 4.472863, -11.683894], [-23.051075, 4.914892, -12.798381], [-26.388723, 5.113219, -12.333671], [-24.427661, 6.553847, -10.896983], [-25.403339, 5.274852, -10.281707], [-24.270650, 3.536300, -12.050535], [-23.258168, 4.129693, -10.835685], [-23.586144, 4.759181, -13.580084], [-31.451136, 1.697344, 1.364123], [-30.961593, 2.959906, 1.830400], [-30.539514, 3.954223, 0.771620], [-29.181572, 3.751003, 0.356037], [-31.695282, 1.136034, 2.103667], [-31.780953, 3.407308, 2.393072], [-30.194981, 2.707567, 2.563016], [-30.662146, 4.959210, 1.175449], [-31.210797, 3.822865, -0.077043], [-28.774159, 4.537478, -0.014214], [-23.780053, -3.095243, -4.530419], [-22.570007, -2.710810, -5.139386], [-22.815990, -1.784042, -6.364084], [-23.059502, -0.485111, -5.822490], [-24.312252, -2.296821, -4.560091], [-21.897674, -2.241762, -4.421010], [-22.226609, -3.670967, -5.524433], [-23.681617, -2.042561, -6.973962], [-21.929612, -1.760391, -6.998020], [-22.228654, -0.215480, -5.424247], [-30.807647, -8.138111, -1.584024], [-31.647994, -7.270322, -0.865320], [-31.596684, -5.828900, -1.274057], [-30.373087, -5.279616, -0.866235], [-29.870127, -7.952172, -1.494238], [-32.672961, -7.628533, -0.961423], [-31.440997, -7.398239, 0.197169], [-32.426494, -5.204630, -0.942690], [-31.589486, -5.809814, -2.363870], [-30.126886, -4.489409, -1.352604]],
  "forces_ev_per_a": [[1.260, -0.431, -0.178], [-1.788, -0.552, 0.725], [0.092, 0.424, -1.213], [0.346, 0.355, -0.578], [0.150, -0.109, 0.385], [0.237, 0.090, -0.135], [-0.419, 0.270, 0.089], [-0.205, -0.078, -0.380], [0.286, -0.786, 0.584], [-0.285, 0.728, 0.202], [0.687, -0.169, 0.131], [-0.358, 0.256, 0.369], [-0.449, -0.543, -0.358], [2.865, -0.427, 0.957], [-2.235, 0.273, -0.439], [-0.248, 0.000, 0.056], [0.119, 0.149, -0.125], [-0.128, 0.204, 0.132], [0.188, 0.153, -0.080], [-0.204, -0.102, -0.252], [-0.071, 0.086, 0.169], [0.169, 0.206, -0.061], [-0.170, 1.312, 1.133], [-0.231, -1.171, 0.719], [0.955, 0.800, 0.087], [-0.617, -0.180, -1.055], [-0.056, 0.216, 0.293], [0.400, -0.712, -0.764], [-0.046, -0.413, -0.257], [0.086, 0.206, -0.105], [-0.197, -0.288, -0.016], [-0.113, 0.239, -0.031], [-0.065, -0.869, -0.538], [0.153, 0.899, 0.251], [-1.515, 0.094, 0.794], [1.243, -0.335, 0.269], [0.099, -0.334, -0.071], [-0.074, 0.084, -0.464], [0.418, 0.205, 0.205], [0.216, 0.293, -0.221], [-0.061, -0.117, -0.118], [-0.411, 0.083, -0.105], [0.670, 0.428, -0.465], [-0.110, -0.901, 1.222], [0.093, 0.627, -0.362], [0.024, 0.761, -1.460], [-0.258, -0.078, -0.001], [-0.359, -0.151, 0.201], [0.336, -0.178, -0.050], [0.238, -0.197, 0.217], [-0.622, -0.209, 0.444], [-0.017, -0.103, 0.248], [-0.517, -0.089, -1.184], [-0.260, 1.221, 0.675], [0.802, -0.654, 1.839], [0.586, -0.097, -1.921], [-0.175, 0.126, 0.084], [0.064, 0.263, -0.232], [-0.203, -0.271, 0.175], [-0.401, 0.171, 0.662], [0.217, -0.599, -0.335], [-0.111, -0.085, 0.249], [-0.283, 0.717, -1.241], [-0.109, -1.702, -0.068], [-0.381, 1.075, -0.144], [0.038, 0.093, 0.919], [0.103, -0.178, 0.225], [0.604, -0.238, -0.385], [0.488, -0.541, 0.492], [-1.109, 0.103, 0.387], [0.603, 0.497, -0.123], [0.035, 0.162, -0.056], [0.116, 0.208, -1.268], [-0.485, -0.764, 1.252], [0.535, -0.463, -0.318], [-0.152, -0.546, 0.283], [0.124, 0.226, 0.130], [-0.084, 0.408, 0.050], [0.518, 0.633, -0.128], [-0.057, 0.016, 0.076], [-0.131, 0.120, -0.147], [-0.387, 0.160, 0.051], [-0.387, 0.610, 0.263], [-0.794, -1.103, -1.950], [0.673, 0.158, 1.454], [-0.283, 0.285, -0.402], [-0.484, 0.086, 0.368], [0.296, -0.007, -0.110], [0.877, 0.105, 0.167], [0.022, -0.265, 0.258], [0.091, -0.102, -0.157], [-0.024, 0.243, 0.114], [-0.274, -0.380, -0.815], [-0.251, -0.257, 1.046], [0.414, 0.354, -1.289], [1.055, 0.076, 0.926], [-0.103, 0.464, 0.342], [0.014, -0.135, -0.431], [0.142, 0.390, 0.299], [-0.288, -0.321, 0.353], [-0.433, -0.121, -0.302], [-0.272, -0.062, -0.131]],
  "mulliken_charge": [-1.20, 0.56, -1.32, -0.55, 0.35, 0.33, 0.29, 0.20, 0.37, 0.33, 0.32, 0.31, -0.51, -0.39, -0.44, -0.52, 0.33, 0.30, 0.26, 0.37, 0.30, 0.30, -0.54, -0.35, -0.30, -0.50, 0.31, 0.29, 0.21, 0.32, 0.24, 0.31, -0.51, -0.40, -0.31, -0.53, 0.31, 0.34, 0.26, 0.26, 0.27, 0.32, -0.52, -0.49, -0.26, -0.51, 0.31, 0.30, 0.30, 0.25, 0.32, 0.30, -0.53, -0.33, -0.40, -0.50, 0.30, 0.25, 0.28, 0.27, 0.33, 0.33, -0.53, -0.29, -0.41, -0.50, 0.30, 0.26, 0.28, 0.31, 0.28, 0.31, -0.53, -0.41, -0.30, -0.53, 0.30, 0.29, 0.32, 0.31, 0.25, 0.30, -0.49, -0.18, -0.55, -0.51, 0.31, 0.26, 0.26, 0.29, 0.29, 0.32, -0.54, -0.42, -0.31, -0.52, 0.31, 0.32, 0.28, 0.32, 0.26, 0.29]
}